1.
The following is a quantum chemistry calculation of an isolated molecule of C22H35N3O5S, from the Open Molecules 2025 dataset.

Each atom is followed by the atoms it is bonded to, with distances in Å.
Element x y z (Å)
1 C -3.29 -2.68 -2.08  C2 1.514, H32 1.087, H33 1.086, H34 1.088
2 C -1.78 -2.77 -2.13  C1 1.514, O3 1.210, N4 1.366
3 O -1.16 -3.06 -3.13  C2 1.210
4 N -1.21 -2.50 -0.91  C2 1.366, C5 1.390, H35 1.017
5 C 0.13 -2.45 -0.57  N4 1.390, C6 1.396, C31 1.399
6 C 1.16 -2.80 -1.45  C5 1.396, C7 1.383, H36 1.077
7 C 2.48 -2.66 -1.05  C6 1.383, C8 1.382, H37 1.079
8 C 2.77 -2.20 0.22  C7 1.382, S9 1.785, C30 1.382
9 S 4.47 -1.87 0.67  C8 1.785, O10 1.433, O11 1.432, N12 1.653
10 O 5.32 -2.79 -0.02  S9 1.433
11 O 4.54 -1.76 2.10  S9 1.432
12 N 4.80 -0.39 0.03  S9 1.653, C13 1.441, H38 1.004
13 C 4.27 0.84 0.58  N12 1.441, C14 1.534, H39 1.091, H40 1.098
14 C 3.42 1.66 -0.40  C13 1.534, C15 1.527, C29 1.528, H41 1.098
15 C 2.14 0.93 -0.82  C14 1.527, C16 1.526, H42 1.092, H43 1.091
16 C 1.37 1.76 -1.84  C15 1.526, C17 1.536, H44 1.093, H45 1.093
17 C 1.00 3.15 -1.29  C16 1.536, C18 1.526, C28 1.532, H46 1.097
18 C -0.09 3.02 -0.23  C17 1.526, O19 1.212, N20 1.357
19 O 0.09 2.98 0.96  C18 1.212
20 N -1.34 2.97 -0.77  C18 1.357, C21 1.444, H47 1.007
21 C -2.53 2.88 0.04  N20 1.444, C22 1.529, H48 1.093, H49 1.094
22 C -3.14 1.48 0.06  C21 1.529, C23 1.531, H50 1.093, H51 1.092
23 C -2.21 0.47 0.72  C22 1.531, O24 1.415, H52 1.095, H53 1.094
24 O -2.79 -0.82 0.83  C23 1.415, C25 1.428
25 C -3.61 -1.04 1.97  O24 1.428, C26 1.529, C27 1.525, H54 1.099
26 C -2.77 -1.46 3.18  C25 1.529, H55 1.088, H56 1.088, H57 1.086
27 C -4.62 -2.12 1.60  C25 1.525, H58 1.086, H59 1.087, H60 1.087
28 C 2.25 3.86 -0.75  C17 1.532, C29 1.526, H61 1.091, H62 1.093
29 C 3.03 3.00 0.23  C14 1.528, C28 1.526, H63 1.089, H64 1.092
30 C 1.76 -1.89 1.12  C8 1.382, C31 1.380, H65 1.078
31 C 0.45 -2.02 0.73  C5 1.399, C30 1.380, H66 1.079
32 H -3.61 -1.81 -1.52  C1 1.087
33 H -3.68 -2.65 -3.09  C1 1.086
34 H -3.68 -3.57 -1.58  C1 1.088
35 H -1.85 -2.18 -0.18  N4 1.017
36 H 0.92 -3.15 -2.43  C6 1.077
37 H 3.29 -2.92 -1.71  C7 1.079
38 H 5.08 -0.38 -0.93  N12 1.004
39 H 3.68 0.55 1.46  C13 1.091
40 H 5.10 1.46 0.93  C13 1.098
41 H 4.03 1.85 -1.29  C14 1.098
42 H 1.52 0.77 0.06  C15 1.092
43 H 2.38 -0.04 -1.25  C15 1.091
44 H 0.47 1.22 -2.15  C16 1.093
45 H 1.99 1.90 -2.73  C16 1.093
46 H 0.59 3.75 -2.11  C17 1.097
47 H -1.45 2.94 -1.77  N20 1.007
48 H -2.24 3.17 1.06  C21 1.093
49 H -3.27 3.60 -0.33  C21 1.094
50 H -3.36 1.15 -0.96  C22 1.093
51 H -4.09 1.52 0.61  C22 1.092
52 H -1.89 0.84 1.70  C23 1.095
53 H -1.31 0.34 0.10  C23 1.094
54 H -4.15 -0.11 2.22  C25 1.099
55 H -2.01 -0.71 3.40  C26 1.088
56 H -2.28 -2.41 2.98  C26 1.088
57 H -3.40 -1.57 4.05  C26 1.086
58 H -5.28 -2.32 2.44  C27 1.086
59 H -5.21 -1.81 0.75  C27 1.087
60 H -4.09 -3.04 1.35  C27 1.087
61 H 1.95 4.78 -0.26  C28 1.091
62 H 2.89 4.11 -1.60  C28 1.093
63 H 2.42 2.82 1.12  C29 1.089
64 H 3.93 3.54 0.54  C29 1.092
65 H 2.03 -1.56 2.11  C30 1.078
66 H -0.35 -1.78 1.41  C31 1.079

As for the maximum force: 0.017 hartree/bohr. Its SMILES is CC(=O)Nc1ccc(S(=O)(=O)NC[C@H]2CC[C@@H](C(=O)NCCCOC(C)C)CC2)cc1. Its HOMO energy is -8.62 eV. For the energy above the lowest of the compared OMol25 structures with the same formula, charge and spin, the calculation gives 0.0 kcal/mol. The value obtained for the molar mass is 453.605 g/mol. Its HOMO-LUMO gap is 9.05 eV. The total charge is 0.


2.
The following is a quantum chemistry calculation of the ion C4H3O4S with charge -1 at a distorted geometry, from the Open Molecules 2025 dataset.

Each atom is followed by the atoms it is bonded to, with distances in Å.
Element x y z (Å)
1 O -2.46 -0.76 1.05  C2 1.216
2 C -2.00 -0.99 -0.06  O1 1.216, O3 1.211, C4 1.568
3 O -2.47 -1.56 -1.02  C2 1.211
4 C -0.66 -0.27 -0.41  C2 1.568, C5 1.598, C6 1.658, H10 1.029
5 C -0.31 1.01 0.49  C4 1.598, C6 1.501, H11 1.060, H12 1.018
6 C 0.69 -0.11 0.55  C4 1.658, C5 1.501, S7 1.835
7 S 2.29 -0.03 -0.35  C6 1.835, O8 1.470, O9 1.473
8 O 3.26 -1.09 -0.04  S7 1.470
9 O 2.93 1.29 -0.26  S7 1.473
10 H -0.36 -0.34 -1.39  C4 1.029
11 H -0.88 0.98 1.39  C5 1.060
12 H -0.03 1.87 0.04  C5 1.018

As for the maximum force: 0.102 hartree/bohr. Its SMILES is O=C([O-])[C@H]1CC1=S(=O)=O. Its HOMO energy (spin up / spin down) is -5.05 / -5.04 eV. For the energy above the lowest of the compared OMol25 structures with the same formula, charge and spin, the calculation gives 76.3 kcal/mol. The value obtained for the molar mass is 147.131 g/mol. Its HOMO-LUMO gap (spin up / spin down) is 6.65 / 6.39 eV. The total charge is -1.


3.
The following is a quantum chemistry calculation of a cluster of 2 separate species, C3H2NO3S in total at a distorted geometry, from the Open Molecules 2025 dataset.

Each atom is followed by the atoms it is bonded to, with distances in Å.
Element x y z (Å)
1 C -1.09 0.36 0.84  C2 1.299, C3 1.505, H9 1.151
2 C -1.73 1.09 -0.02  C1 1.299, O5 1.188
3 C 0.25 -0.18 0.41  C1 1.505, N4 1.302, O6 1.242
4 N 0.83 0.43 -0.58  C3 1.302, H10 0.981
5 O -2.41 1.79 -0.70  C2 1.188
6 O 0.69 -1.22 0.91  C3 1.242
7 O 1.34 2.77 -3.72  S8 1.507
8 S 1.88 1.80 -2.70  O7 1.507
9 H -1.64 -0.14 1.71  C1 1.151
10 H 1.78 0.19 -0.64  N4 0.981

As for the maximum force: 0.059 hartree/bohr. Its HOMO energy (spin up / spin down) is -3.96 / -3.92 eV. For the energy above the lowest of the compared OMol25 structures with the same formula, charge and spin, the calculation gives 77.4 kcal/mol. The value obtained for the molar mass is 132.120 g/mol. Its HOMO-LUMO gap (spin up / spin down) is 6.52 / 6.49 eV. The total charge is -1.


Which value of maximum force does entry 1 give?
0.017 hartree/bohr